{
  "formula": "C7H6INS",
  "method": "ωB97M-V/def2-TZVPD",
  "elements": ["C", "C", "C", "C", "C", "C", "C", "N", "S", "I", "H", "H", "H", "H", "H", "H"],
  "coordinates": [[1.4872, 0.1990, 0.4599], [1.2516, -1.0510, 1.0537], [0.4748, 0.8036, -0.2251], [0.0314, -1.6404, 0.9222], [-0.8056, 0.2159, -0.3907], [-1.0507, -1.0604, 0.2082], [-2.8631, 0.8356, -1.6313], [-1.6607, 1.0100, -1.1249], [-2.4788, -1.9758, 0.2049], [-3.8210, 2.3336, -2.6938], [2.4500, 0.6775, 0.5471], [2.0268, -1.5459, 1.6164], [0.6516, 1.7679, -0.6851], [-0.1629, -2.6030, 1.3708], [-3.3781, -0.0987, -1.4645], [-1.2359, 1.9156, -1.3220]],
  "atomic_forces_ev_per_a": [[-0.0444, 0.3032, -0.1152], [-0.2430, -0.1152, -0.0501], [0.0936, 0.0531, -0.0536], [0.5305, 0.1065, 0.1513], [1.1358, -0.7558, 0.8656], [-0.6982, -0.0438, -0.2282], [0.7886, -0.0810, 0.6347], [-1.4893, 0.2715, -0.8921], [-0.5177, 0.6905, -0.6610], [0.2998, -0.2623, 0.2298], [0.0541, 0.0824, -0.0070], [0.1384, -0.0516, 0.0494], [0.0732, 0.1493, -0.0440], [-0.0295, -0.0235, 0.0211], [0.0458, -0.1938, 0.1331], [-0.1377, -0.1295, -0.0338]],
  "lowdin_charge": [-0.10, -0.08, -0.05, -0.16, -0.26, -0.70, -0.60, -0.01, 0.57, 0.88, 0.10, 0.10, 0.11, 0.09, -0.01, 0.12],
  "gap_ev": [6.05, 6.06],
  "e_tot_ha": -1020.912912,
  "lumo_energy_ev": [-1.04, -1.04],
  "homo_energy_ev": [-7.095, -7.097],
  "de_lowest_ev": 0.0000,
  "max_force_ev_per_a": 1.8
}